{
  "formula": "C44H36BN4O7P2W",
  "method": "wB97M-V/def2-TZVPD",
  "de_lowest_ev": 2.844,
  "charge": -1,
  "max_force_ev_per_a": 0.67,
  "homo_lumo_gap_ev": [6.49, 6.49],
  "molar_mass_g_mol": 989.39,
  "e_tot_ha": -3218.71531,
  "symbols": ["W", "O", "C", "C", "C", "N", "C", "C", "C", "O", "O", "C", "O", "O", "H", "H", "H", "C", "N", "P", "C", "C", "C", "C", "C", "C", "C", "C", "C", "C", "C", "C", "P", "C", "C", "C", "C", "C", "C", "C", "C", "C", "C", "C", "C", "H", "H", "H", "H", "H", "H", "H", "H", "H", "H", "H", "H", "H", "H", "H", "H", "H", "H", "H", "H", "H", "H", "H", "C", "O", "C", "O", "H", "H", "H", "B", "C", "N", "H", "H", "H", "N", "C", "C", "C", "C", "C", "C", "C", "C", "C", "H", "H", "H", "H"],
  "coordinates": [[-1.15944, 0.46537, -0.49307], [2.93454, 0.50132, 4.36708], [1.94627, 0.57440, 3.43717], [0.76854, -0.31903, 3.61923], [-0.18000, -0.27764, 2.40126], [-0.04022, 0.71807, 1.37712], [0.98778, 1.48605, 1.41385], [1.99223, 1.48394, 2.45950], [1.18650, 2.25840, 0.14301], [2.03873, 3.11392, 0.03208], [0.37668, 1.84531, -0.78316], [-0.60918, -2.37533, 1.16482], [-0.86628, -3.54727, 1.36926], [-1.19900, -1.61988, 0.28685], [2.76134, -0.24589, 4.95011], [0.29429, -0.07804, 4.57654], [2.81458, 2.17817, 2.35661], [1.03546, -3.49140, -1.02168], [1.40583, -2.08309, -0.80846], [0.65632, -0.87107, -1.79316], [0.19905, -1.79504, -3.29833], [1.17001, -2.47693, -4.03331], [0.82782, -3.12469, -5.20597], [-0.48516, -3.07810, -5.66659], [-1.44713, -2.38668, -4.95066], [-1.10915, -1.74801, -3.76269], [2.05942, 0.08745, -2.44756], [3.38581, -0.25429, -2.21321], [4.40810, 0.49333, -2.78221], [4.10650, 1.57958, -3.58930], [2.78173, 1.91810, -3.83060], [1.75971, 1.17941, -3.25947], [1.86543, -1.30452, 0.64898], [3.23945, -2.28906, 1.36645], [3.34286, -3.67266, 1.52450], [4.46302, -4.23289, 2.12009], [5.49400, -3.42563, 2.58305], [5.40251, -2.05023, 2.44220], [4.28716, -1.49112, 1.83237], [0.46106, -1.60912, 1.90347], [-1.61147, -0.41763, 2.84455], [-2.06412, -1.32430, 3.71271], [-1.30576, -2.39338, 4.36776], [-0.00818, -2.66227, 4.21629], [0.93763, -1.85734, 3.37629], [1.71351, -3.95880, -1.73819], [0.01436, -3.57762, -1.39284], [1.05750, -4.03579, -0.08664], [2.19821, -2.48261, -3.68974], [1.58518, -3.65170, -5.77271], [-0.74980, -3.57129, -6.59358], [-2.46367, -2.32817, -5.31703], [-1.85996, -1.20527, -3.20674], [3.62260, -1.10606, -1.58751], [5.43984, 0.22707, -2.58844], [4.90440, 2.16733, -4.02581], [2.53915, 2.76898, -4.45341], [0.72873, 1.45973, -3.43564], [2.54639, -4.32685, 1.20628], [4.52516, -5.30821, 2.23208], [6.36289, -3.86966, 3.05233], [6.19885, -1.40876, 2.79771], [4.22098, -0.41582, 1.71105], [-2.29796, 0.29760, 2.40640], [-3.12315, -1.29372, 3.94151], [-1.88321, -3.05231, 5.00594], [0.40361, -3.52806, 4.72150], [1.95393, -2.23737, 3.47111], [-5.05816, -1.42388, -0.05636], [-4.19179, -0.42759, 0.52154], [-3.12195, -0.15491, -0.17290], [-2.86679, -0.69486, -1.26411], [-5.86684, -1.55459, 0.65530], [-4.50335, -2.35087, -0.19108], [-5.44095, -1.08021, -1.01561], [-2.24643, 2.28204, -4.84977], [-1.92397, 1.77737, -3.39732], [-1.65288, 1.37000, -2.35191], [-3.28063, 1.74492, -5.19297], [-1.31255, 1.94340, -5.55163], [-2.36264, 3.48821, -4.80425], [-5.58207, 8.86951, 3.08395], [-5.06355, 7.92031, 2.69136], [-4.41648, 6.73659, 2.20226], [-4.46796, 6.41757, 0.84418], [-3.84990, 5.27525, 0.37810], [-3.16275, 4.42060, 1.25231], [-3.11458, 4.75654, 2.61063], [-3.73297, 5.89703, 3.08150], [-2.53541, 3.24073, 0.75408], [-2.03713, 2.25471, 0.24902], [-4.99547, 7.07226, 0.16305], [-3.88298, 5.02192, -0.67259], [-2.58060, 4.10472, 3.28900], [-3.69203, 6.15031, 4.13283]],
  "forces_ev_per_a": [[0.1336, 0.0270, -0.2678], [-0.0394, -0.0005, -0.0322], [-0.0406, -0.0028, 0.0043], [0.0201, 0.0206, 0.0084], [-0.0500, -0.0024, -0.0084], [0.0670, 0.0391, 0.0228], [-0.1954, -0.1668, 0.1113], [0.0645, 0.0775, -0.0007], [0.0006, 0.1049, -0.1741], [0.0243, -0.0240, 0.0496], [-0.0211, 0.1130, 0.1087], [0.0070, 0.0237, 0.0095], [0.0420, -0.0262, -0.0456], [-0.0500, 0.0525, -0.0896], [0.0080, -0.0101, 0.0088], [0.0074, 0.0059, -0.0120], [-0.0021, 0.0010, -0.0098], [0.0497, 0.0042, 0.0097], [-0.0709, 0.0712, 0.1033], [0.0551, 0.0091, 0.0428], [-0.0351, 0.0638, 0.0381], [0.0036, 0.0134, -0.0304], [-0.0076, -0.0004, 0.0005], [0.0068, 0.0076, 0.0149], [-0.0010, -0.0149, -0.0194], [0.0076, -0.0182, 0.0300], [0.0015, -0.0111, -0.0008], [-0.0115, -0.0146, -0.0003], [0.0027, 0.0120, -0.0078], [0.0119, -0.0102, 0.0064], [-0.0093, 0.0067, -0.0022], [0.0121, 0.0048, -0.0092], [0.0045, -0.0526, -0.0528], [0.0411, 0.0382, -0.0902], [0.0035, 0.0099, 0.0530], [-0.0375, -0.0316, -0.0026], [0.0052, 0.0312, 0.0005], [0.0115, -0.0174, 0.0143], [0.0106, -0.0164, -0.0612], [0.0469, -0.0681, 0.0271], [0.0407, 0.0070, 0.0061], [-0.0254, 0.0152, -0.0213], [0.0140, -0.0316, 0.0245], [-0.0079, 0.0216, 0.0064], [-0.0100, 0.0106, -0.0297], [-0.0013, -0.0204, 0.0246], [0.0099, -0.0038, -0.0131], [0.0401, -0.0234, 0.0778], [0.0031, 0.0024, -0.0105], [-0.0009, -0.0011, -0.0037], [0.0012, -0.0018, -0.0030], [-0.0012, 0.0005, 0.0009], [-0.0027, -0.0038, -0.0042], [0.0024, -0.0008, 0.0038], [0.0038, -0.0005, 0.0006], [0.0002, 0.0047, -0.0036], [-0.0033, 0.0024, -0.0023], [0.0150, 0.0057, -0.0083], [-0.0810, -0.0123, -0.0299], [0.0020, -0.0024, 0.0000], [0.0029, -0.0023, -0.0013], [-0.0008, 0.0006, 0.0031], [0.0010, -0.0064, 0.0012], [-0.0014, 0.0103, 0.0230], [0.0018, 0.0022, 0.0047], [-0.0029, -0.0013, -0.0051], [-0.0081, -0.0056, 0.0043], [-0.0075, 0.0006, 0.0046], [-0.0467, -0.0338, -0.0360], [-0.0794, 0.3850, 0.0255], [0.4802, -0.4684, -0.0666], [-0.3056, -0.0068, 0.1130], [-0.0044, 0.0080, 0.0026], [-0.0035, 0.0105, 0.0033], [0.0017, 0.0001, 0.0065], [-0.0193, 0.0482, -0.1048], [0.0607, -0.0527, 0.1478], [-0.0241, -0.0337, -0.0043], [0.0037, -0.0075, 0.0028], [-0.0062, 0.0061, 0.0002], [-0.0048, -0.0050, -0.0064], [-0.0007, -0.0110, 0.0028], [-0.0022, 0.0317, 0.0078], [0.0408, -0.0889, -0.0532], [-0.0266, 0.0411, 0.0199], [0.0259, -0.0225, 0.0172], [-0.0188, 0.0574, -0.0504], [0.0222, -0.0444, -0.0093], [-0.0335, 0.0625, 0.0489], [-0.0048, 0.0505, -0.0587], [-0.1202, -0.1331, 0.2015], [0.0039, -0.0077, -0.0062], [-0.0037, 0.0057, -0.0076], [-0.0037, 0.0067, 0.0064], [0.0080, -0.0134, 0.0005]]
}

---

{
  "formula": "C43H33N7O2SV",
  "method": "wB97M-V/def2-TZVPD",
  "de_lowest_ev": 0.707,
  "charge": 1,
  "multiplicity": 3,
  "max_force_ev_per_a": 2.10,
  "homo_lumo_gap_ev": [6.92, 6.94],
  "molar_mass_g_mol": 762.80,
  "e_tot_ha": -3534.25706,
  "symbols": ["V", "C", "C", "C", "C", "N", "C", "C", "C", "C", "C", "C", "N", "C", "C", "C", "C", "C", "N", "H", "H", "H", "H", "H", "H", "H", "H", "H", "H", "H", "C", "C", "C", "C", "C", "C", "N", "N", "C", "C", "C", "C", "C", "C", "H", "H", "H", "H", "H", "H", "H", "H", "H", "C", "C", "C", "C", "C", "C", "C", "S", "O", "O", "N", "C", "C", "C", "C", "C", "C", "C", "C", "N", "C", "H", "H", "H", "H", "H", "H", "H", "H", "H", "H", "H", "H", "H"],
  "coordinates": [[0.58875, 0.40479, 0.23631], [-1.38599, 3.02505, 4.02444], [-2.22792, 3.86849, 3.31819], [-2.10817, 3.94398, 1.94017], [-1.13854, 3.16025, 1.31719], [-0.33021, 2.34653, 1.99876], [-0.44930, 2.28275, 3.31647], [-0.92446, 3.14281, -0.14608], [-1.58012, 3.99339, -1.03328], [-1.27122, 3.92607, -2.38203], [-0.24686, 3.08826, -2.79916], [0.38768, 2.29081, -1.85609], [-0.01424, 2.26699, -0.57214], [1.65813, 1.57203, -2.13280], [2.34541, 1.69396, -3.33221], [3.61626, 1.14856, -3.42601], [4.16308, 0.51419, -2.32357], [3.39244, 0.39428, -1.17874], [2.17335, 0.90206, -1.09267], [-1.44821, 2.93969, 5.09856], [-2.97428, 4.45960, 3.83220], [-2.76902, 4.58628, 1.38181], [0.22628, 1.60585, 3.82570], [-2.31400, 4.69725, -0.67890], [-1.79020, 4.55160, -3.09429], [0.05940, 3.06972, -3.83244], [1.91661, 2.21497, -4.17191], [4.17460, 1.23041, -4.34758], [5.15524, 0.09194, -2.34816], [3.74170, -0.15220, -0.31101], [5.09910, 3.72014, 1.51563], [3.83671, 4.01639, 1.01833], [2.81381, 3.08696, 1.11796], [3.05997, 1.86867, 1.74085], [4.32136, 1.56431, 2.24332], [5.33860, 2.49711, 2.12299], [2.01154, 0.91042, 1.81854], [2.02346, 0.22572, 2.86709], [0.99328, -0.71656, 2.93717], [0.93282, -1.48681, 4.09903], [-0.08424, -2.41533, 4.22166], [-1.00149, -2.54749, 3.18667], [-0.91179, -1.76737, 2.03751], [0.09230, -0.82028, 1.87210], [5.89813, 4.44261, 1.42735], [3.64816, 4.97291, 0.55192], [1.82495, 3.30359, 0.73765], [4.49404, 0.60679, 2.71216], [6.32338, 2.26486, 2.50364], [1.67361, -1.34531, 4.87262], [-0.16633, -3.02967, 5.10686], [-1.80167, -3.27133, 3.27529], [-1.64865, -1.91976, 1.25697], [-1.35226, -7.44157, -1.45057], [-0.78946, -6.05462, -1.44717], [-0.58239, -5.36500, -0.25612], [-0.07166, -4.07648, -0.25731], [0.23144, -3.46975, -1.46527], [0.05808, -4.14636, -2.66466], [-0.45387, -5.43004, -2.64778], [0.88196, -1.83482, -1.47655], [1.56280, -1.65038, -2.73382], [1.67318, -1.62941, -0.25094], [-0.25683, -0.75032, -1.22473], [-1.52141, -0.74334, -1.74775], [-1.91570, -1.27326, -2.95594], [-3.27241, -1.24208, -3.33476], [-4.22516, -0.69275, -2.52078], [-3.85128, -0.13537, -1.27486], [-4.78265, 0.38564, -0.34808], [-4.33787, 0.82998, 0.86540], [-2.95493, 0.80717, 1.13119], [-2.05453, 0.38882, 0.27700], [-2.49296, -0.12826, -0.89943], [-1.43522, -7.83751, -0.44110], [-0.72346, -8.11453, -2.03303], [-2.34454, -7.45060, -1.90089], [-0.81058, -5.84595, 0.68526], [0.11424, -3.55397, 0.67114], [0.34569, -3.67480, -3.59323], [-0.58509, -5.96301, -3.57996], [-1.18393, -1.71347, -3.61830], [-3.55482, -1.66722, -4.28791], [-5.26724, -0.68314, -2.80840], [-5.83428, 0.39882, -0.60048], [-5.01727, 1.19765, 1.61985], [-2.59290, 1.13897, 2.09587]],
  "forces_ev_per_a": [[-0.6924, -1.4546, 1.3511], [0.0213, 0.0093, -0.0696], [0.0199, -0.0165, 0.0339], [0.2246, -0.1342, -0.0213], [-0.1877, 0.0655, 0.3149], [-0.2896, 0.1059, -0.0400], [-0.0790, 0.0684, 0.1030], [-0.2557, 0.1500, -0.1844], [0.1567, -0.1669, 0.0049], [0.1323, -0.1477, 0.1405], [-0.1105, -0.0490, 0.1409], [0.0316, 0.3963, -0.1810], [0.2844, 0.2922, -0.7842], [0.1047, 0.1597, -0.3728], [-0.0099, -0.0795, 0.2463], [0.0029, -0.0501, 0.1293], [-0.1036, 0.0330, 0.0286], [0.3392, -0.2070, -0.0443], [-0.2117, 0.3196, -0.2081], [-0.0003, -0.0113, 0.0537], [0.0059, -0.0016, 0.0017], [-0.0231, 0.0515, -0.1058], [-0.0243, 0.0412, 0.0485], [-0.0583, 0.0477, 0.0443], [-0.0055, 0.0204, -0.0150], [-0.0003, 0.0062, -0.0384], [-0.0343, 0.0417, -0.0397], [0.0203, -0.0009, -0.0231], [0.0468, -0.0202, -0.0057], [0.0145, 0.0428, -0.0872], [-0.0176, 0.0714, -0.0357], [0.0001, -0.0536, 0.0094], [0.0638, -0.0700, 0.0439], [0.3026, 0.1123, 0.0240], [-0.0374, 0.1786, -0.0643], [0.0131, -0.0671, 0.0259], [0.0170, -0.2964, 0.3197], [0.2198, 0.3629, -0.2397], [-0.0502, -0.2069, 0.0137], [-0.0878, -0.0044, -0.1077], [0.0716, 0.0466, 0.0283], [-0.0403, 0.0020, -0.0282], [-0.1393, 0.0056, -0.0998], [0.2710, 0.1733, 0.2400], [0.0199, 0.0322, -0.0052], [0.0000, 0.0461, -0.0223], [0.0340, -0.0223, 0.0167], [-0.0164, -0.0391, 0.0094], [0.0322, 0.0006, 0.0108], [0.0566, 0.0139, 0.0493], [0.0062, -0.0138, 0.0312], [-0.0345, -0.0262, -0.0037], [-0.0120, 0.0060, 0.0076], [-0.0045, -0.0968, 0.0165], [0.0478, 0.1110, 0.0006], [0.0233, 0.0947, -0.0475], [-0.0013, -0.0194, 0.1223], [0.0261, 0.1458, 0.0869], [-0.0140, 0.0106, -0.1048], [0.0162, 0.0334, 0.0291], [0.0242, 0.0223, -0.4101], [-0.0436, -0.1709, 0.0604], [0.0796, 0.2058, 0.0796], [0.4186, -0.0595, -0.0445], [-0.4589, 0.0602, -0.3915], [0.0084, 0.0853, 0.1929], [-0.1565, 0.0916, 0.1113], [0.0928, -0.0626, -0.1335], [-0.0111, -0.0014, 0.0038], [0.1379, 0.0205, 0.0896], [0.0132, -0.0417, -0.1411], [-0.0287, 0.0022, 0.0790], [0.1244, 0.0330, 0.0616], [-0.1349, -0.1045, -0.2688], [-0.0085, -0.0263, 0.0250], [0.0048, -0.0216, -0.0110], [-0.0513, -0.0099, -0.0223], [-0.0105, -0.0219, 0.0493], [0.0056, -0.0232, -0.0279], [0.0074, 0.0143, -0.0330], [-0.0095, -0.0225, -0.0439], [0.0530, -0.0080, 0.0001], [-0.0336, -0.0123, -0.0213], [-0.0399, -0.0130, -0.0241], [-0.0569, -0.0019, -0.0080], [-0.0368, 0.0125, 0.0301], [0.0262, 0.0108, 0.0512]]
}